(1)
The following is a DFT calculation (ωB97M-V/def2-TZVPD) of a molecular structure, C22H34CaN2O6P2S4Te at a distorted geometry.

Results
* highest occupied orbital energy: -0.29054 hartree
* LUMO energy: 0.107 eV
* charge: 0
* Kohn-Sham gap: 8.01 eV
* calculated total energy: -126286.66376 eV

Cartesian coordinates (Å):
Ca: -0.3247 -0.3561 -0.3393
C: 0.2449 -4.1914 -0.2616
C: 1.0525 -3.5334 -1.3157
N: 1.3449 -2.2684 -1.3609
C: 2.1462 -1.9898 -2.4224
C: 2.4667 -3.0469 -3.2214
S: 1.7182 -4.4518 -2.6053
C: 2.5945 -0.6106 -2.5521
C: 3.6158 -0.1508 -3.3338
S: 3.8395 1.5191 -3.0410
C: 2.4985 1.5061 -1.9695
N: 1.9577 0.3418 -1.8012
C: 2.0417 2.7296 -1.2606
H: -0.1883 -3.4511 0.4057
H: 0.8776 -4.8687 0.3177
H: -0.5667 -4.7649 -0.7067
H: 3.0611 -3.0526 -4.1139
H: 4.2554 -0.7077 -3.9903
H: 2.2786 3.6314 -1.8238
H: 2.5193 2.8057 -0.2827
H: 0.9645 2.6704 -1.1019
C: 2.2914 -1.8974 2.2395
P: 2.0926 -0.2984 1.3847
C: 3.8455 0.0548 0.9675
C: 1.8305 0.8249 2.8136
C: 1.8097 2.2926 2.4153
P: 0.3986 2.7708 1.3143
C: -0.9298 2.9425 2.5603
C: 0.8524 4.5323 1.0484
H: 3.0087 -1.8209 3.0610
H: 2.6491 -2.6409 1.5276
H: 1.3284 -2.2274 2.6231
H: 4.4852 -0.0535 1.8464
H: 3.9659 1.0598 0.5701
H: 4.1839 -0.6402 0.2001
H: 2.6115 0.6500 3.5641
H: 0.8787 0.5406 3.2748
H: 2.7372 2.5593 1.8976
H: 1.7764 2.9176 3.3166
H: -0.6261 3.6216 3.3622
H: -1.1856 1.9670 2.9787
H: -1.8279 3.3308 2.0839
H: 1.1260 5.0238 1.9844
H: 0.0004 5.0596 0.6210
H: 1.6843 4.6247 0.3524
O: -3.6168 -2.6771 -2.3222
S: -3.0784 -1.7510 -1.3660
O: -3.3989 -0.3444 -1.5605
O: -1.6153 -1.8988 -1.2052
C: -3.7937 -2.1850 0.2375
C: -4.9007 -3.0115 0.1486
C: -5.6747 -3.3216 1.2629
C: -5.3466 -2.7848 2.4869
C: -4.2290 -1.9638 2.5940
C: -3.4442 -1.6638 1.4924
S: -1.9769 -0.7037 1.8779
O: -1.9174 0.4365 0.9489
O: -0.8392 -1.5838 1.5372
O: -2.0456 -0.3228 3.2636
H: -5.1601 -3.4064 -0.8230
H: -6.5330 -3.9708 1.1557
H: -5.9411 -2.9997 3.3641
H: -3.9466 -1.5540 3.5516
C: -2.3451 2.6598 -2.1022
Te: -1.2173 1.1168 -3.0326
C: 0.1282 2.4046 -4.0921
H: -3.1621 2.9815 -2.7428
H: -1.6637 3.4855 -1.9007
H: -2.7372 2.2616 -1.1718
H: 0.3662 3.2799 -3.4980
H: -0.3328 2.7122 -5.0244
H: 1.0368 1.8509 -4.3067


(2)
The following is a DFT calculation (ωB97M-V/def2-TZVPD) of 2 unconnected molecules or ions with the total composition C5H8O2.

Results
* SMILES: CC(O)=C=O.C=C
* highest occupied orbital energy: -0.31161 hartree
* LUMO energy: 0.873 eV
* charge: 0
* Kohn-Sham gap: 9.35 eV
* calculated total energy: -9407.18116 eV

Cartesian coordinates (Å):
C: 1.7629 0.9058 -1.4011
C: 0.9341 0.8548 -0.1531
O: 1.3109 -0.0106 0.8612
C: -0.1234 1.6289 0.0183
O: -1.0585 2.3295 0.1449
H: 2.8205 0.9581 -1.1218
H: 1.6176 0.0111 -2.0199
H: 1.5228 1.7844 -2.0077
H: 0.8234 -0.8406 0.7299
C: -1.2462 -1.7056 1.1834
C: -1.9513 -0.8353 0.4654
H: -0.8805 -2.6369 0.7549
H: -1.0206 -1.5249 2.2320
H: -2.1823 -1.0073 -0.5831
H: -2.3294 0.0886 0.8966


(3)
The following is a DFT calculation (ωB97M-V/def2-TZVPD) of a molecular structure, C32H14B6CdN2O48 at a distorted geometry.

Results
* highest occupied orbital energy: -0.06508 hartree
* LUMO energy: 5.704 eV
* charge: -4
* Kohn-Sham gap: 7.47 eV
* calculated total energy: -143328.54618 eV

Cartesian coordinates (Å):
Cd: 0.2266 -0.1750 0.5168
O: -5.0432 6.1461 2.7754
C: -5.0287 5.0023 2.4121
O: -4.6379 4.5975 1.2105
B: -4.8208 3.1321 1.1332
O: -5.7062 2.7991 2.2517
C: -5.7001 3.7761 3.1111
O: -6.1729 3.7970 4.2186
O: -3.5210 2.3969 1.3355
C: -3.4420 1.4068 0.4428
O: -2.6493 0.4933 0.4495
C: -4.4931 1.7087 -0.6515
O: -5.3026 2.6294 -0.1438
O: -4.7118 1.1107 -1.6519
O: -1.2461 -2.0013 -1.1723
C: -1.6275 -2.5171 -2.1931
O: -1.1990 -3.6917 -2.6221
B: -1.7956 -3.9301 -3.9460
O: -2.9451 -2.9897 -4.0530
C: -2.7831 -2.0742 -3.0982
O: -3.4882 -1.1435 -2.8811
O: -0.9047 -3.8699 -5.1189
C: -0.9719 -4.9992 -5.8068
O: -0.2906 -5.2992 -6.7466
C: -2.0615 -5.8585 -5.1506
O: -2.3638 -5.3378 -3.9995
O: -2.4509 -6.8928 -5.6461
O: -2.7832 -0.1663 7.9178
C: -2.6925 0.6061 7.0079
O: -1.6157 1.0121 6.3500
B: -1.9712 1.7212 5.0980
O: -3.4064 1.9781 5.2681
C: -3.8131 1.4143 6.3850
O: -4.9143 1.5982 6.8501
O: -1.6435 0.8804 3.9369
C: -0.8313 1.5017 3.1074
O: -0.3854 1.0524 2.0855
C: -0.4274 2.8171 3.8384
O: -1.0883 2.8898 4.9940
O: 0.3267 3.6595 3.4567
O: 2.3022 4.4438 0.5971
C: 2.9705 3.6905 -0.0319
O: 3.9506 3.9307 -0.9191
B: 4.2049 2.7060 -1.7031
O: 3.1625 1.7160 -1.3384
C: 2.5097 2.2150 -0.3247
O: 1.4968 1.7092 0.1161
O: 5.5976 2.2483 -1.4463
C: 6.2082 2.0174 -2.6137
O: 7.3182 1.5883 -2.7401
C: 5.2472 2.4782 -3.7485
O: 4.1523 2.9722 -3.1510
O: 5.5206 2.5259 -4.9023
O: 2.7970 3.3018 -6.7835
C: 2.1178 3.3783 -5.7928
O: 1.2713 2.4783 -5.3714
B: 0.5804 2.9985 -4.2046
O: 1.1942 4.2916 -3.9084
C: 2.1134 4.6004 -4.8379
O: 2.7424 5.6038 -4.9845
O: -0.8893 3.1185 -4.3823
C: -1.4815 2.1372 -3.7083
O: -2.6512 1.9080 -3.7397
C: -0.4115 1.4865 -2.7497
O: 0.7185 2.0567 -3.0550
O: -0.6842 0.6638 -1.8960
O: 1.4435 -1.1837 -0.9124
C: 2.0453 -1.4999 -1.9162
O: 1.6041 -1.6155 -3.1263
B: 2.7839 -1.9244 -3.9722
O: 3.9005 -2.3612 -3.0472
C: 3.5449 -1.8619 -1.8719
O: 4.2540 -1.7273 -0.9122
O: 3.2138 -0.6913 -4.6871
C: 3.4740 -0.9944 -5.9302
O: 3.9547 -0.2747 -6.7680
C: 3.1292 -2.4343 -6.1588
O: 2.5813 -2.8891 -5.0405
O: 3.1844 -3.0635 -7.1824
C: 2.4587 -3.1333 4.4328
C: 3.7695 -3.2228 3.6051
C: 4.0962 -2.1232 2.5860
C: 2.8966 -1.4505 2.1131
N: 1.9496 -1.0067 1.6550
H: 1.5513 -3.2947 3.8526
H: 2.3613 -2.2139 5.0116
H: 2.5686 -3.9281 5.1731
H: 3.7829 -4.2173 3.1591
H: 4.5250 -3.2220 4.3930
H: 4.6301 -2.5220 1.7219
H: 4.8233 -1.4483 3.0370
C: -3.2571 -2.3607 6.2290
C: -2.9800 -1.9145 4.8018
C: -1.8825 -2.7107 4.0829
C: -1.3314 -2.0789 2.8482
N: -0.8896 -1.6219 1.8978
H: -3.6046 -3.3987 6.2476
H: -4.1140 -1.8036 6.6175
H: -2.5277 -2.2210 7.0258
H: -2.5845 -0.8949 4.8180
H: -3.8429 -1.8056 4.1457
H: -2.2747 -3.6917 3.8192
H: -0.9201 -2.6393 4.6005


(4)
The following is a DFT calculation (ωB97M-V/def2-TZVPD) of 2 unconnected molecules or ions with the total composition CH7N3 at a distorted geometry.

Results
* SMILES: [H]/N=C/N.N
* highest occupied orbital energy: -0.31549 hartree
* LUMO energy: 0.975 eV
* charge: 0
* Kohn-Sham gap: 9.56 eV
* calculated total energy: -5619.82166 eV

Cartesian coordinates (Å):
H: -1.0727 -0.3912 -2.3595
N: -0.3326 0.1253 -1.8911
C: -0.7249 0.3648 -0.6882
N: -0.8972 1.5875 -0.1616
H: -1.2110 -0.4243 -0.0903
H: -1.1527 1.7083 0.8052
H: -0.5454 2.4210 -0.6057
N: 1.3313 -1.3438 1.4726
H: 0.7180 -1.3196 0.6703
H: 1.9182 -2.1667 1.4657
H: 1.9691 -0.5613 1.3825